Formula: C4H8N
Source: the Open Molecules 2025 dataset
Level of theory: wB97M-V/def2-TZVPD

Values from the calculation:
SMILES = CCC#[N+]C
total charge = +1
energy above the lowest of the compared OMol25 structures with the same formula, charge and spin = 0.8685 eV
HOMO level = -16.6 eV
E = -5758.996 eV
maximum force = 8.06 eV/Å

Atoms and positions in Å:
C  2.16977  -0.56392  0.08698
C  1.18867  0.64111  -0.02471
C  -0.24094  0.41033  0.03249
N  -1.39579  0.14042  0.11506
C  -2.74298  -0.04580  0.08635
H  2.04617  -1.29734  0.92274
H  3.26123  -0.29686  -0.04615
H  2.01743  -1.05828  -0.88435
H  1.53713  1.32025  0.73182
H  1.55924  1.06530  -0.90560
H  -3.35655  0.81939  0.55055
H  -3.03594  -0.11716  -1.08615
H  -3.00744  -1.01743  0.42097